{"formula": "C21H24N4O3S", "method": "the ωB97M-V functional and the def2-TZVPD basis", "smiles": "Cc1ccc(S(=O)(=O)N2CCC[C@@H]2C(=O)NCCc2nc3ccccc3[nH]2)cc1", "homo_ev": -8.40, "gap_ev": 9.0, "elements": ["C", "C", "C", "C", "C", "S", "O", "O", "N", "C", "C", "C", "C", "C", "O", "N", "C", "C", "C", "N", "C", "C", "C", "C", "C", "C", "N", "C", "C", "H", "H", "H", "H", "H", "H", "H", "H", "H", "H", "H", "H", "H", "H", "H", "H", "H", "H", "H", "H", "H", "H", "H", "H"], "positions_angstrom": [[-3.51104, -2.14255, 2.04916], [-2.27431, -1.90754, 1.24243], [-1.44193, -0.83116, 1.53840], [-0.28861, -0.60988, 0.81026], [0.03362, -1.46857, -0.22414], [1.47789, -1.12799, -1.21189], [1.85851, -2.30636, -1.93573], [1.21725, 0.06450, -1.99480], [2.57810, -0.68779, -0.04526], [3.25333, -1.78704, 0.62489], [4.71379, -1.66913, 0.19339], [4.90646, -0.15561, 0.11708], [3.54896, 0.36597, -0.36121], [3.10375, 1.65456, 0.35768], [3.76678, 2.22235, 1.19837], [1.88492, 2.04128, -0.04905], [1.17646, 3.18103, 0.49319], [0.08884, 3.64852, -0.47780], [-1.03833, 2.67630, -0.55526], [-2.09103, 2.71410, 0.20999], [-2.87797, 1.65968, -0.17851], [-4.11594, 1.23223, 0.28684], [-4.67526, 0.12275, -0.31164], [-4.03154, -0.55831, -1.34665], [-2.80418, -0.14938, -1.82744], [-2.23850, 0.96518, -1.23285], [-1.07222, 1.64777, -1.45843], [-0.77237, -2.54599, -0.53283], [-1.92276, -2.76414, 0.20535], [-3.25109, -2.60835, 2.99987], [-4.20010, -2.79798, 1.52417], [-4.00876, -1.19982, 2.26137], [-1.70637, -0.15771, 2.33937], [0.36539, 0.21613, 1.03819], [3.14919, -1.65481, 1.70708], [2.78791, -2.72635, 0.32610], [4.83743, -2.11825, -0.79304], [5.39530, -2.14778, 0.89276], [5.10609, 0.26487, 1.10450], [5.71039, 0.13624, -0.55450], [3.53433, 0.55080, -1.44110], [1.43673, 1.48861, -0.76984], [1.90480, 3.97732, 0.67271], [0.71649, 2.92182, 1.45477], [-0.31107, 4.59706, -0.11931], [0.52334, 3.79302, -1.46863], [-4.61462, 1.76125, 1.08337], [-5.63965, -0.23172, 0.02228], [-4.51043, -1.42195, -1.78367], [-2.30269, -0.67116, -2.62842], [-0.33186, 1.34436, -2.07517], [-0.48540, -3.19610, -1.34434], [-2.55804, -3.60426, -0.03204]], "forces_ev_per_a": [[0.035, -0.021, 0.072], [0.074, -0.045, -0.058], [0.078, -0.046, -0.147], [-0.019, 0.097, 0.199], [0.542, -0.025, -0.245], [-0.205, -0.088, 0.561], [-0.035, -0.055, 0.158], [0.223, 0.015, -0.092], [-0.727, -0.278, -0.860], [0.183, -0.612, 0.440], [-0.171, 0.072, -0.058], [-0.141, -0.070, 0.087], [0.290, 0.650, -0.220], [0.049, -0.342, -0.351], [0.179, 0.169, 0.260], [-0.448, 0.316, -0.203], [0.168, 0.184, 0.135], [0.197, -0.121, 0.210], [-0.061, 0.112, -0.129], [0.126, 0.492, 0.397], [0.224, -0.478, -0.572], [0.083, 0.049, -0.033], [-0.181, -0.019, 0.080], [0.003, -0.057, -0.119], [0.072, -0.007, -0.108], [-0.585, 0.088, 0.337], [0.019, 0.112, -0.065], [0.099, -0.170, -0.142], [0.118, 0.091, 0.034], [-0.040, -0.047, 0.077], [-0.103, -0.038, -0.011], [-0.085, 0.039, 0.022], [-0.025, 0.107, 0.084], [0.052, 0.146, 0.100], [0.008, -0.093, -0.072], [0.098, -0.062, 0.189], [0.011, -0.068, -0.001], [0.019, -0.051, -0.010], [0.037, 0.017, -0.076], [0.006, 0.056, 0.024], [0.120, 0.076, 0.134], [0.132, 0.106, 0.139], [-0.130, -0.061, 0.015], [0.042, 0.113, -0.056], [-0.011, -0.057, -0.077], [0.022, 0.101, -0.007], [-0.063, 0.072, 0.102], [-0.087, -0.025, 0.037], [-0.034, -0.087, -0.047], [0.012, -0.093, -0.096], [-0.065, 0.066, 0.078], [-0.025, -0.148, -0.079], [-0.078, -0.082, -0.037]]}